Entry 1:
{"formula": "C5H11NO", "method": "ωB97M-V/def2-TZVPD", "smiles": "CC(C)CC(N)=O", "total_energy_ha": -327.125420, "relative_energy_kj_mol": 15.6, "lumo_energy_ha": 0.032, "e_homo_ev": -9.7076, "max_force_ev_per_a": 1.18, "elements": ["H", "C", "C", "H", "H", "C", "H", "C", "N", "C", "H", "O", "H", "H", "H", "H", "H", "H"], "coordinates": [[1.260, -1.510, -1.027], [0.371, 0.119, 0.991], [-0.208, 0.769, -1.391], [-0.568, 1.793, -1.350], [-1.894, 1.595, 0.520], [-0.638, -0.023, -0.149], [0.876, 0.776, -1.508], [-1.978, 0.515, 0.353], [1.939, -1.322, -0.312], [1.722, -0.572, 0.824], [-2.820, 0.328, -0.305], [2.516, -0.633, 1.739], [0.574, 1.160, 1.233], [-2.303, 0.163, 1.340], [-0.027, -0.382, 1.873], [2.618, -2.050, -0.144], [-0.797, -1.080, -0.385], [-0.642, 0.354, -2.301]], "forces_ev_per_a": [[-0.2, 0.2, 0.1], [0.5, -0.5, -0.5], [-0.1, -0.4, -0.3], [0.1, 0.2, 0.2], [0.0, 0.0, -0.3], [-0.4, 0.5, 0.4], [0.0, 0.1, -0.1], [-0.3, 0.5, 0.7], [0.4, -0.1, 0.3], [-0.6, -1.0, 0.0], [0.0, 0.0, -0.4], [0.1, 0.4, 0.0], [-0.2, 0.1, 0.1], [0.4, -0.5, -0.1], [-0.1, 0.2, 0.2], [0.1, 0.1, -0.3], [0.3, 0.0, 0.0], [0.0, -0.1, 0.0]], "nbo_charge": [0.392, -0.499, -0.621, 0.213, 0.201, -0.231, 0.214, -0.601, -0.842, 0.684, 0.212, -0.612, 0.233, 0.210, 0.239, 0.401, 0.196, 0.212]}


Entry 2:
{"formula": "C4H6IP", "method": "ωB97M-V/def2-TZVPD", "multiplicity": 3, "total_energy_ha": -794.785076, "lumo_energy_ha": [0.027, -0.137], "e_homo_ev": [-6.2446, -8.3358], "max_force_ev_per_a": 5.63, "elements": ["C", "H", "C", "H", "H", "P", "H", "C", "I", "C", "H", "H"], "coordinates": [[1.688, 0.605, -0.279], [1.568, 1.095, -1.187], [-0.867, -0.531, 0.737], [-0.900, -0.847, 1.787], [-2.786, 0.769, -0.895], [-2.421, 0.632, 0.539], [1.929, 1.207, 0.545], [0.414, -0.305, 0.032], [3.594, -0.704, -0.547], [-0.267, -1.404, -0.222], [-1.610, 1.770, 0.332], [-0.341, -2.286, -0.844]], "forces_ev_per_a": [[-5.1, -1.8, 1.7], [-0.1, 0.8, -1.6], [-2.2, 1.3, 1.5], [0.1, 0.2, 0.0], [0.5, -0.8, 1.0], [0.5, 0.1, -0.9], [0.2, 1.0, 1.0], [2.5, 0.5, -1.4], [2.0, -1.7, -0.3], [1.7, 0.0, -1.7], [0.0, 0.2, 0.4], [-0.2, 0.1, 0.3]], "nbo_charge": [-0.637, 0.210, -0.455, 0.187, -0.020, 0.194, 0.203, 0.031, 0.304, -0.218, -0.025, 0.227]}


Entry 3:
{"formula": "C29H82NO13", "method": "ωB97M-V/def2-TZVPD", "multiplicity": 2, "total_energy_ha": -2186.711359, "lumo_energy_ha": [0.139, 0.137], "e_homo_ev": [2.2382, -1.7329], "max_force_ev_per_a": 3.57, "charge": -2, "elements": ["H", "H", "C", "O", "H", "C", "H", "C", "H", "H", "O", "O", "O", "C", "C", "H", "C", "H", "C", "H", "H", "H", "H", "O", "C", "H", "H", "H", "H", "C", "H", "H", "H", "H", "O", "H", "H", "O", "N", "H", "H", "H", "H", "O", "H", "H", "H", "O", "H", "H", "H", "H", "O", "C", "H", "C", "C", "H", "H", "C", "H", "H", "H", "H", "H", "H", "H", "H", "C", "C", "H", "C", "C", "H", "H", "H", "H", "H", "O", "C", "H", "H", "H", "H", "O", "C", "H", "C", "C", "H", "H", "H", "C", "H", "H", "H", "H", "H", "H", "H", "H", "H", "H", "H", "H", "C", "H", "H", "C", "H", "C", "H", "H", "H", "C", "O", "H", "C", "C", "H", "H", "H", "H", "C", "H"], "coordinates": [[-0.372, -0.071, -2.785], [-3.398, 1.976, 1.017], [-5.640, -1.177, -1.082], [-0.812, -5.283, -1.708], [3.085, -3.953, -3.909], [4.333, 2.828, -3.580], [-0.742, -6.064, -1.159], [-0.087, -0.863, 0.137], [-3.086, 2.113, -1.662], [1.597, 0.209, 4.898], [-4.281, -4.984, 3.004], [2.828, -1.623, -4.405], [-4.442, -0.194, -2.963], [3.676, 2.310, 1.650], [-5.541, -0.058, -2.122], [5.491, -0.558, 2.596], [2.027, 0.641, 7.087], [1.440, 0.874, 9.189], [-2.515, 2.633, -4.952], [2.611, 3.613, -1.644], [-1.648, 3.200, -4.615], [0.102, -1.630, -3.713], [-4.613, -1.956, 1.843], [1.552, 1.936, 6.779], [4.672, 0.052, 2.215], [-2.903, 4.096, -6.507], [0.392, -2.500, -1.304], [2.633, 1.843, -1.362], [0.303, 0.123, 8.005], [0.869, -0.031, 1.080], [1.690, -2.066, -0.069], [-5.495, 0.952, -1.715], [-3.118, -4.088, 1.573], [-3.253, 3.168, -4.354], [-2.097, -3.302, -2.740], [-2.638, 3.093, 4.979], [3.803, -3.970, -5.521], [2.747, 1.321, -3.920], [-1.016, 0.062, -0.687], [-1.827, 2.821, -7.091], [4.600, 3.878, -3.701], [-0.693, 1.248, 6.672], [-1.976, -2.565, -2.141], [-0.027, -2.285, -4.399], [4.753, -4.111, -3.992], [1.626, -0.790, 8.697], [6.623, 1.063, 0.883], [0.125, 0.238, -3.543], [1.650, 2.511, 7.542], [4.180, -0.525, 1.432], [-6.644, -1.054, -0.676], [3.840, 3.304, 1.235], [-2.396, 1.276, -4.630], [3.932, -3.606, -4.502], [1.009, -0.628, 1.981], [4.179, -2.098, -4.444], [-4.134, -4.041, 1.965], [-3.435, -2.421, 3.125], [-4.777, -1.245, -0.419], [-2.844, 1.074, 0.757], [-0.837, 3.007, 1.042], [-1.461, -1.311, 1.826], [0.805, 1.609, 2.462], [0.842, -2.408, -4.780], [1.785, 0.155, 0.520], [-0.650, 0.794, 2.484], [-2.283, 3.283, -0.785], [4.780, 2.466, -4.506], [-2.890, 2.100, 4.608], [2.842, 2.617, -3.483], [-2.512, 1.168, -3.683], [-1.627, 1.343, -0.190], [-0.911, -1.845, 1.050], [-6.425, -0.009, -2.758], [1.268, 2.680, -1.934], [0.078, -4.932, -1.741], [2.269, 3.364, -4.032], [-3.521, 0.437, 0.187], [-1.844, -0.594, -1.695], [-4.328, -2.712, 2.573], [-4.935, -4.642, 3.617], [0.683, -0.710, 6.048], [-0.532, 0.636, -4.114], [-1.327, 2.304, -2.067], [5.761, 1.409, 0.640], [-1.991, 1.063, 5.224], [-5.177, -2.650, 3.254], [-2.697, 3.027, -6.467], [-2.087, 2.335, -1.287], [1.822, 1.083, -4.020], [1.471, -1.114, -1.419], [2.776, -1.152, -3.570], [0.890, -1.722, -0.725], [2.386, -1.007, 5.768], [4.915, -0.553, -2.892], [-4.772, -4.215, 1.099], [3.819, 0.050, 2.893], [3.009, 1.779, 0.971], [-0.296, -2.600, 1.540], [5.575, 1.910, 2.671], [-3.575, 2.609, -6.959], [-3.910, 1.914, 4.946], [-1.659, -4.036, -2.309], [4.912, 2.363, -2.783], [0.236, 2.434, 0.077], [1.644, -0.219, 5.899], [4.657, -1.685, -5.333], [-1.672, -2.257, 0.388], [4.980, 1.544, 1.834], [-1.024, 1.040, 4.722], [-0.532, 2.010, 0.724], [5.711, -1.969, -3.046], [-3.705, -0.453, -2.404], [-2.972, 2.203, 3.526], [1.338, 0.199, 8.340], [-1.579, 1.566, 6.481], [-2.362, 0.042, 5.135], [0.092, 1.157, 1.773], [4.686, -1.602, -3.080], [3.029, 2.372, 2.525], [4.038, -1.816, -2.230], [-2.673, 0.470, 1.647], [3.104, 0.478, 7.075], [2.351, 2.637, -2.053], [-5.704, -2.160, -1.549]], "forces_ev_per_a": [[-1.1, -0.2, 1.2], [0.1, 0.2, 0.1], [-0.8, 0.1, -1.0], [0.5, -0.8, 0.3], [-0.3, 0.7, -0.1], [1.2, 1.5, -0.6], [-0.1, -0.2, 0.2], [-0.7, 0.7, 0.7], [0.1, -0.7, -0.4], [0.1, 0.8, 0.3], [0.1, -1.2, 0.0], [-0.6, 0.8, -0.9], [-0.1, -0.1, -0.8], [0.0, -0.1, -0.8], [0.3, 0.0, -0.2], [0.1, 0.4, 0.1], [0.0, -0.2, -1.2], [0.0, 0.3, -0.2], [0.3, 1.5, -0.6], [0.5, 0.1, 0.5], [0.8, -0.1, -0.1], [-0.1, 0.3, -0.1], [0.6, 0.2, -0.2], [0.3, 0.1, -0.6], [-1.6, 0.5, 0.3], [0.3, 0.2, 0.2], [0.1, -0.1, 0.2], [0.7, -0.1, -0.5], [-0.4, 0.0, 0.7], [-2.8, -0.1, 0.6], [-0.3, -0.7, 0.3], [-0.1, 0.1, 0.9], [0.1, -0.3, 0.1], [-0.9, -0.4, -0.1], [-0.7, -0.2, -0.2], [0.3, -0.1, 0.1], [0.1, 0.0, 0.0], [-0.6, -1.5, -1.7], [0.8, 0.2, -0.9], [0.1, -0.1, 0.2], [0.0, 0.4, 0.8], [0.3, 0.2, 0.0], [0.0, 1.1, 0.2], [-0.1, -1.2, -0.5], [0.5, -0.4, -0.5], [0.2, -0.2, -0.1], [0.0, 0.0, 0.1], [1.4, 0.9, -0.5], [0.2, 0.4, 0.5], [0.5, 0.3, -0.8], [0.2, 0.0, 1.1], [0.0, 0.1, 0.1], [0.1, 0.2, -1.1], [1.5, -0.6, 0.4], [0.9, -0.7, -0.4], [-3.0, 0.4, 1.9], [0.3, 0.0, -0.1], [-0.1, 0.2, 0.0], [-0.3, 0.4, 0.3], [-0.5, -0.7, -1.0], [-1.1, -0.1, 0.9], [0.1, 0.2, 0.1], [0.1, 0.8, -0.3], [0.4, 0.3, 0.0], [0.0, 0.6, 0.4], [-0.2, -0.5, -0.3], [0.7, 0.4, -0.2], [-0.6, -0.6, -0.2], [-1.2, 0.5, 0.2], [1.0, -0.7, 1.6], [-0.3, -0.3, 0.4], [0.8, -1.4, 2.7], [-0.2, 0.8, -1.0], [-0.3, -0.4, -0.1], [-0.3, -0.4, -0.7], [0.3, 0.3, -0.1], [0.0, 0.0, -0.5], [-0.3, 0.1, -0.2], [0.8, 0.3, 1.2], [-0.4, 1.9, -0.1], [0.0, 0.0, -0.1], [-0.2, -0.1, 0.0], [-0.5, -0.2, -0.4], [-0.1, 0.6, -0.1], [-0.1, 1.4, -0.5], [2.3, 1.0, -1.1], [-0.2, -0.5, 0.3], [-0.4, -0.5, 0.9], [0.1, -1.1, 0.8], [-0.6, -0.6, 0.3], [-0.4, 0.4, -0.3], [-0.7, 0.5, -0.4], [-0.5, 0.9, -0.1], [0.0, -0.4, 0.2], [-0.6, 0.6, -1.1], [-0.4, -0.2, 0.1], [0.4, 0.0, 1.0], [0.3, 0.0, -0.4], [0.1, -0.2, -0.2], [0.1, 0.6, -0.1], [0.0, -0.5, 0.2], [-0.2, 0.1, 0.1], [-0.3, 0.0, -0.1], [-0.3, 0.1, 0.3], [0.7, -0.7, -0.5], [-0.4, -1.3, -0.5], [0.4, -0.1, 0.2], [0.0, -0.5, 0.0], [-0.3, -3.1, 0.6], [-0.1, -0.2, -1.0], [0.0, 1.8, -1.6], [0.1, -0.7, 1.1], [1.2, -0.2, 0.3], [0.5, -0.6, -0.1], [-0.3, -0.7, 0.2], [-1.2, -0.5, 1.1], [-0.4, -0.1, 0.7], [1.1, -1.0, -0.7], [2.5, -0.1, -0.6], [0.7, 0.1, 0.5], [0.2, -1.0, -0.1], [0.5, 0.3, 0.1], [0.4, 1.1, 0.7], [-0.8, 1.7, 1.0], [0.2, 0.0, -0.5]], "mulliken_charge": [0.128, 0.476, -0.687, -0.607, 0.226, -1.639, 0.284, 1.919, 0.010, -0.623, -0.545, -0.341, -0.556, -0.890, -0.349, 0.617, -0.970, 1.105, -0.032, 0.463, 0.215, 0.281, 0.009, 0.321, -0.936, 0.396, -0.153, 0.007, 0.169, -1.024, 0.680, 0.226, 0.084, 0.333, -0.726, 0.361, 0.337, -0.307, 1.469, 0.288, 0.419, 0.215, 0.018, -0.669, 0.421, 0.489, 0.235, -0.492, -0.044, 0.116, 0.398, 0.436, -0.596, -1.325, 0.256, 0.672, 0.088, 0.260, -0.143, -0.957, 0.584, 0.145, 0.509, 0.263, -0.070, -0.652, 0.497, 0.387, -1.184, 0.604, 0.160, 1.479, -1.657, 0.390, -0.195, 0.272, 0.291, -0.492, 0.640, -0.882, 0.321, 0.341, 0.243, 0.017, -0.358, 0.616, 0.508, -1.324, -1.405, 0.273, 0.224, -0.003, -2.033, 0.913, 0.322, 0.207, -0.100, -0.307, 0.497, 0.293, 0.332, 0.324, 0.495, 0.266, -0.069, -0.986, 0.250, 0.016, 0.234, -0.304, -1.537, 0.440, 0.064, 0.209, -2.561, -0.430, 0.277, 0.510, -1.512, 0.540, 0.399, 0.017, 1.057, -0.537, 0.361]}